Computed, not measured: a structure of composition C26H70O11Zr, with the ωB97M-V functional and the def2-TZVPD basis.

```
108
Properties=species:S:1:pos:R:3:forces:R:3:lowdin_charge:R:1
Zr 0.2911 -3.4563 -0.0044 -1.7 6.9 1.9 2.096
C -0.5247 1.0266 -0.1283 -0.1 -0.1 0.0 -0.027
C 0.5233 0.0800 0.4929 0.4 0.9 -0.6 -0.505
C 0.7343 0.4656 1.9558 0.1 -0.6 0.0 -0.039
O 0.1896 -1.2606 0.3310 -0.7 -5.5 -0.7 -0.334
H -1.0591 0.6574 -1.0036 0.3 -0.4 0.0 0.061
H -0.0832 1.9713 -0.4456 0.2 0.1 0.2 0.076
H -1.2837 1.2443 0.6230 -0.1 0.1 0.0 0.053
H 1.4830 0.1513 -0.0189 0.2 0.6 -0.2 0.124
H 1.1890 1.4460 2.0978 0.0 0.1 -0.3 0.080
H 1.4049 -0.2762 2.3897 0.0 0.1 0.3 0.059
H -0.2244 0.4648 2.4744 0.1 -0.1 0.1 0.056
C -2.0675 -2.1714 -3.1802 1.0 -0.9 0.1 -0.049
C -2.4336 -3.3430 -2.2480 -0.9 -0.7 -0.8 -0.523
C -2.6079 -4.7046 -3.0090 -0.3 1.0 -0.4 -0.047
O -1.6332 -3.5031 -1.1103 4.9 -0.2 1.7 -0.370
H -2.9121 -1.9278 -3.8247 0.0 0.1 0.2 0.089
H -1.2391 -2.4650 -3.8250 0.2 0.0 -0.2 0.077
H -1.7232 -1.3147 -2.6010 -0.3 0.1 0.0 0.054
H -3.4236 -3.0305 -1.9158 -0.2 -0.4 0.6 0.121
H -1.7883 -5.0028 -3.6627 0.5 0.3 0.3 0.071
H -3.4210 -4.5409 -3.7162 -0.2 -0.1 0.0 0.076
H -2.8850 -5.5687 -2.4051 0.0 0.3 0.4 0.074
C 3.9618 -2.6678 2.4591 0.2 -0.2 -1.3 -0.029
C 3.7067 -3.1606 0.9686 -0.3 0.2 0.8 -0.515
C 4.5470 -4.3623 0.5759 0.9 0.3 0.6 -0.054
O 2.3571 -3.4486 0.8053 -5.7 -1.2 -1.8 -0.408
H 3.6367 -3.3701 3.2268 0.2 -0.5 -0.3 0.073
H 3.4557 -1.7394 2.7237 -0.1 0.1 -0.5 0.049
H 5.0329 -2.4796 2.5327 0.0 -0.1 0.3 0.082
H 3.8698 -2.3496 0.2589 0.6 0.3 0.2 0.116
H 4.3079 -4.8858 -0.3498 -0.4 0.4 -0.1 0.079
H 4.5822 -5.1024 1.3753 -0.1 0.0 0.1 0.083
H 5.5497 -3.9524 0.4547 0.3 -0.3 0.0 0.085
C 0.3427 -5.1994 3.3574 -0.5 0.0 0.3 -0.018
C -0.4349 -3.8683 3.2350 -0.2 0.0 -1.2 -0.453
C 0.3408 -2.6620 3.6935 1.2 0.1 -0.5 -0.027
O -0.9641 -3.6802 1.9400 2.1 -0.5 -0.1 -0.091
H -0.1835 -6.0270 2.8816 -0.2 0.0 0.2 0.091
H 0.4228 -5.3731 4.4305 0.0 -0.3 0.0 0.096
H 1.3613 -5.1838 2.9700 0.0 0.5 -0.2 0.076
H -1.3281 -3.9244 3.8572 -0.7 -0.3 0.3 0.184
H -0.2193 -1.7302 3.7716 0.0 -0.3 0.3 0.081
H 1.1469 -2.5077 2.9762 -0.1 0.2 -0.4 0.044
H 0.9276 -2.9577 4.5631 -0.5 0.3 0.5 0.105
C -1.1901 4.4043 2.1496 -0.1 0.1 -1.4 -0.072
C -2.4310 3.6600 2.6013 1.2 -1.2 -0.4 -0.374
O -3.1431 4.4056 3.5009 -1.1 0.8 1.2 -0.047
H -0.5792 4.8147 2.9536 -0.2 -0.1 0.2 0.080
H -1.4942 5.2153 1.4877 0.0 0.3 0.2 0.071
H -0.5533 3.7908 1.5123 0.1 -0.3 0.1 0.052
H -2.1296 2.7187 3.0611 0.2 -0.4 0.2 0.092
H -3.1048 3.3292 1.8110 0.1 0.5 -0.4 0.108
H -2.6164 4.4097 4.3035 -0.2 0.3 0.3 0.094
C 0.2264 1.7200 -3.9835 0.3 -0.8 -0.5 -0.072
C 1.3301 2.7225 -3.7557 0.1 1.0 0.8 -0.291
O 2.5922 2.1381 -4.1287 -0.7 -0.2 -0.2 -0.092
H 0.3543 0.8252 -3.3744 0.3 -0.1 0.0 0.060
H 0.3427 1.4473 -5.0324 -0.3 -0.4 -0.1 0.089
H -0.8223 1.9763 -3.8330 0.3 0.8 0.0 0.066
H 1.4204 3.0787 -2.7295 -0.2 -0.3 0.4 0.100
H 1.1601 3.6519 -4.2992 -0.1 -0.1 -0.5 0.111
H 3.2838 2.7970 -4.0332 0.0 0.1 0.0 0.097
C 4.2627 2.2367 1.0162 0.2 0.6 -0.5 -0.076
C 4.4399 1.3038 2.1855 -1.2 -0.3 -0.4 -0.374
O 5.5454 1.6168 2.9235 2.0 1.0 1.0 -0.048
H 4.2184 3.2976 1.2624 0.0 0.0 0.6 0.080
H 3.3258 2.0545 0.4899 0.0 -0.4 -0.1 0.055
H 5.1007 2.1692 0.3224 0.0 -0.3 -0.1 0.078
H 4.5787 0.2798 1.8389 -0.6 -0.3 -0.4 0.097
H 3.5666 1.3768 2.8338 -0.4 -0.3 -0.1 0.102
H 5.5138 1.1825 3.7791 0.0 0.0 0.0 0.093
C -4.3154 1.4385 -0.6532 -1.0 1.3 0.1 -0.075
C -4.3966 0.0489 -1.1939 1.8 0.6 -0.9 -0.308
O -4.6961 -0.8757 -0.1843 -0.9 -0.4 -0.1 -0.070
H -5.2685 1.8075 -0.2743 -0.1 -0.3 0.6 0.085
H -4.1181 2.2323 -1.3737 0.5 -0.3 -0.5 0.071
H -3.5470 1.4692 0.1193 -0.1 0.1 0.1 0.052
H -3.3680 -0.1187 -1.5133 0.0 -0.7 -0.3 0.087
H -5.0516 -0.1358 -2.0453 0.0 0.4 -0.1 0.129
H -5.6383 -0.9710 -0.3416 -0.2 -0.6 0.9 0.110
C 4.9932 -0.0907 -3.4800 0.2 0.1 1.1 -0.064
C 3.8463 -0.4129 -2.5133 1.0 0.2 -0.1 -0.345
O 2.6682 -0.5576 -3.2218 -1.2 -0.8 0.0 -0.086
H 5.9028 0.0016 -2.8865 0.2 0.1 -0.1 0.073
H 4.7807 0.8869 -3.9128 0.1 -0.1 -0.2 0.057
H 5.1696 -0.8247 -4.2663 -0.3 0.0 0.1 0.081
H 3.7554 0.3889 -1.7805 0.1 0.5 0.1 0.094
H 4.0146 -1.2882 -1.8859 0.1 -0.4 -0.4 0.093
H 2.5492 0.2727 -3.6888 -0.1 0.3 -0.3 0.029
C -1.6377 4.4701 -2.2932 -0.3 -0.2 -0.7 -0.087
C -2.5840 5.0564 -3.3582 -0.2 0.8 1.8 -0.278
O -3.9475 4.7633 -2.9716 0.5 -0.4 -0.7 -0.092
H -0.5994 4.7445 -2.4796 0.1 -0.1 -0.1 0.066
H -1.7643 3.3880 -2.3268 0.3 -0.1 0.2 0.046
H -1.8846 4.7943 -1.2822 -0.2 0.2 -0.1 0.065
H -2.3323 4.7418 -4.3710 -0.4 -0.3 0.1 0.111
H -2.5049 6.1426 -3.3143 0.3 0.1 -0.4 0.106
H -4.2159 5.4710 -2.3811 -0.1 0.0 0.0 0.079
C -4.0946 0.1571 3.1731 0.0 0.3 -0.1 -0.058
C -2.9062 -0.7319 2.8263 0.0 0.4 0.6 -0.330
O -3.2890 -1.7563 1.9624 0.0 -0.5 0.2 -0.067
H -4.4859 0.6405 2.2780 -0.1 -0.2 -0.2 0.059
H -3.8595 1.0006 3.8222 0.2 -0.2 0.3 0.072
H -4.8954 -0.4363 3.6143 0.0 0.0 0.1 0.086
H -2.4964 -1.2077 3.7173 0.1 0.1 0.2 0.104
H -2.1116 -0.1617 2.3450 0.2 0.3 0.1 0.076
H -3.7945 -1.2801 1.2997 -0.4 -0.5 -0.9 0.026
```
Forces are in eV/Å.

Properties
spin multiplicity = 2
orbital gap (spin up / spin down) = 0.2673 / 0.1680 Ha
HOMO (spin up / spin down) = -11.88 / -11.88 eV
expectation value of S² = 0.76
LUMO (spin up / spin down) = -4.61 / -7.31 eV
total charge = +1

---

Computed, not measured: a structure of composition C28H52BrN10O2Pt, with the ωB97M-V functional and the def2-TZVPD basis.

```
94
Properties=species:S:1:pos:R:3:forces:R:3:lowdin_charge:R:1
Pt 0.2677 0.2084 -0.0186 1.3 1.0 1.0 1.162
C 0.1836 3.7539 -0.8879 0.0 0.1 0.0 -0.026
N -1.1430 3.3333 -1.2870 0.0 -0.3 -0.1 -0.144
C -1.4467 3.4600 -2.7059 0.0 0.1 0.0 -0.024
C -1.8392 2.4746 -0.5084 -0.2 0.0 0.0 -0.388
N -1.2386 1.6213 0.3008 -0.1 -0.3 -0.3 -0.060
C -1.8481 1.3010 1.5906 0.0 0.0 0.1 -0.208
C -0.7022 1.0836 2.5648 0.0 0.2 0.0 -0.157
N 0.0922 -0.0729 2.0782 0.0 -0.1 -0.8 -0.271
C -0.5229 -1.3588 2.5454 -0.1 -0.1 0.1 -0.134
C -0.7590 -2.3989 1.4505 0.1 0.3 -0.1 -0.209
N -1.4714 -1.7881 0.3607 -0.7 -0.2 -0.3 0.044
C -2.6286 -2.2167 -0.0222 0.1 -0.3 0.1 -0.383
N -3.4598 -3.0891 0.6728 0.0 0.0 0.1 -0.183
C -3.7004 -2.9868 2.0921 0.0 0.0 0.0 -0.062
C -3.9458 -4.3020 0.0480 0.0 0.0 0.0 -0.056
N -3.1233 -1.8222 -1.2328 -0.1 0.0 0.0 -0.152
C -4.5374 -1.8474 -1.5564 0.0 0.0 0.0 -0.060
C -2.2402 -1.2845 -2.2498 0.0 0.2 0.0 -0.032
C 1.5233 0.0134 2.4508 0.1 0.0 0.2 -0.179
C 2.3179 -1.0373 1.6996 -0.1 0.0 -0.1 -0.179
N 1.9858 -0.9855 0.2582 -0.1 0.3 0.1 -0.051
C 2.7730 -1.6670 -0.5576 0.0 -0.3 0.2 -0.360
N 2.3332 -2.1523 -1.7277 0.1 0.2 0.0 -0.108
C 3.2067 -2.3640 -2.8742 0.1 -0.2 -0.1 -0.016
C 0.9313 -2.3538 -2.0251 -0.2 -0.2 0.0 -0.064
N 4.0639 -2.0013 -0.1861 -0.3 0.1 -0.1 -0.168
C 4.5785 -3.3467 -0.3495 0.0 0.0 -0.1 -0.048
C 5.0366 -1.0063 0.2083 0.0 0.0 0.1 -0.049
N -3.1935 2.6055 -0.5670 0.2 -0.1 0.3 -0.135
C -3.8383 3.8838 -0.7952 0.0 0.1 -0.1 -0.036
C -4.0888 1.4908 -0.3412 0.0 -0.1 0.0 -0.041
H 0.4453 4.6328 -1.4767 0.0 0.0 0.0 0.101
H 0.9152 2.9785 -1.0619 0.2 -0.1 -0.1 0.043
H 0.1811 4.0262 0.1670 0.0 0.0 0.0 0.099
H -0.6885 2.9341 -3.2907 0.0 0.0 0.0 0.096
H -1.4595 4.5102 -3.0003 0.0 0.0 0.0 0.096
H -2.4175 3.0233 -2.9214 0.0 0.0 0.0 0.090
H -2.4425 0.3851 1.5351 -0.1 0.0 0.0 0.090
H -2.4979 2.1075 1.9430 0.1 0.0 0.0 0.134
H -1.0569 0.9120 3.5870 0.0 -0.1 -0.1 0.134
H -0.0557 1.9624 2.5686 0.0 0.0 0.0 0.126
H -1.4823 -1.1073 2.9975 0.0 0.0 0.0 0.103
H 0.1103 -1.7661 3.3386 0.0 0.0 0.0 0.130
H -1.2544 -3.2747 1.8784 0.0 0.1 0.1 0.109
H 0.2126 -2.7349 1.0735 0.0 -0.1 0.0 0.097
H -3.3850 -2.0115 2.4567 0.0 0.0 0.0 0.078
H -3.1935 -3.7658 2.6727 0.0 0.0 0.0 0.089
H -4.7736 -3.0814 2.2843 0.0 0.0 0.0 0.094
H -3.6743 -4.3168 -1.0039 0.0 0.0 0.0 0.091
H -5.0333 -4.3831 0.1312 0.0 0.0 0.0 0.092
H -3.5015 -5.1807 0.5267 0.0 0.0 0.0 0.094
H -5.1272 -2.0423 -0.6652 0.0 0.0 0.0 0.091
H -4.7676 -2.6107 -2.3037 0.0 0.0 0.0 0.094
H -4.8348 -0.8808 -1.9651 0.0 0.0 0.0 0.078
H -1.4266 -1.9739 -2.4589 -0.1 0.0 0.0 0.071
H -1.8008 -0.3220 -1.9669 0.0 -0.1 0.0 0.061
H -2.8177 -1.1511 -3.1621 0.0 0.0 0.0 0.097
H 1.6543 -0.1043 3.5350 0.0 -0.1 -0.1 0.138
H 1.8714 1.0096 2.1745 0.0 0.0 0.0 0.111
H 2.0808 -2.0355 2.0862 0.0 0.0 0.0 0.120
H 3.3707 -0.8703 1.9142 0.0 0.1 0.0 0.103
H 2.9140 -1.6734 -3.6676 0.1 -0.2 0.1 0.082
H 3.1010 -3.3913 -3.2287 0.0 0.0 0.0 0.101
H 4.2411 -2.1825 -2.6123 0.1 0.0 0.1 0.088
H 0.3145 -2.0822 -1.1728 0.0 -0.1 -0.1 0.032
H 0.7717 -3.4077 -2.2710 0.0 0.0 0.0 0.107
H 0.6550 -1.7331 -2.8784 0.0 -0.1 0.1 0.071
H 3.8258 -3.9872 -0.8004 0.0 0.0 0.0 0.093
H 4.8487 -3.7623 0.6259 0.0 0.0 0.0 0.094
H 5.4717 -3.3602 -0.9808 0.0 0.0 0.0 0.093
H 4.5607 -0.0395 0.3255 0.0 0.1 0.0 0.060
H 5.8133 -0.9099 -0.5574 0.0 0.0 0.0 0.101
H 5.5198 -1.2801 1.1504 0.0 0.0 0.0 0.097
H -3.0942 4.6747 -0.8109 0.0 0.0 0.0 0.096
H -4.5500 4.0788 0.0105 0.0 0.0 0.0 0.097
H -4.3824 3.8868 -1.7428 0.0 0.0 0.0 0.095
H -3.5447 0.5562 -0.4404 0.1 -0.1 0.0 0.068
H -4.8739 1.5159 -1.1002 0.0 0.0 0.0 0.098
H -4.5699 1.5318 0.6407 0.0 0.0 0.0 0.099
Br 4.6421 3.1695 0.7987 0.0 0.0 0.0 0.740
C 4.2343 2.6570 -0.9843 0.0 0.0 0.0 -0.675
C 5.0244 3.0983 -2.0315 0.0 0.0 0.0 -0.112
C 4.6982 2.6951 -3.3193 0.0 0.0 0.0 -0.056
C 3.6105 1.8678 -3.5474 0.0 -0.1 0.0 -0.007
C 2.8205 1.4392 -2.4866 0.0 0.0 0.1 -0.125
C 3.1420 1.8388 -1.1957 -0.1 0.0 0.1 -0.137
C 1.6157 0.5725 -2.7817 0.1 0.3 0.1 -0.587
O 1.6189 -0.0952 -3.8018 -0.2 0.3 -0.4 0.032
O 0.5862 0.6514 -1.9949 -0.4 0.0 0.1 -0.213
H 5.8723 3.7411 -1.8482 0.0 0.0 0.0 0.105
H 5.3029 3.0310 -4.1488 0.0 0.0 0.0 0.111
H 3.3606 1.5426 -4.5467 0.0 0.0 0.0 0.122
H 2.5238 1.5211 -0.3648 0.0 0.0 0.0 0.057
```
Forces are in eV/Å.

Properties
orbital gap = 0.3074 Ha
HOMO = -10.15 eV
LUMO = -1.79 eV
energy relative to the best compared isomer or geometry (same formula, charge and spin) = 0.0 kcal/mol
total charge = +1

---

Computed, not measured: a structure of composition C45H58FN2O4PSiTi, with the ωB97M-V functional and the def2-TZVPD basis.

```
113
Properties=species:S:1:pos:R:3:forces:R:3:lowdin_charge:R:1
Ti -0.9188 -0.2058 0.0331 0.5 0.2 0.0 0.975
C -7.5053 1.0334 1.2513 0.0 0.0 0.0 -0.131
O -7.5257 -0.0231 0.3289 0.0 0.0 0.0 -0.117
C -6.2870 -0.4832 -0.0943 0.1 0.0 0.1 -0.300
C -6.2822 -1.4371 -1.1002 0.0 -0.1 0.0 -0.063
C -5.0779 -1.9394 -1.5616 0.0 0.0 0.0 -0.052
C -3.8104 -1.5340 -1.0545 -0.1 0.0 -0.1 -0.113
C -2.5941 -2.0898 -1.5205 0.0 0.1 0.1 -0.398
C -2.5174 -3.1757 -2.5504 0.0 -0.1 -0.1 -0.037
O -1.4097 -1.7440 -1.0615 -0.4 -0.9 -0.5 -0.228
C -3.8577 -0.5327 -0.0112 0.2 0.0 0.1 -0.303
O -2.7619 -0.0607 0.5618 -0.3 -0.1 0.1 -0.186
C -5.0782 -0.0403 0.4399 -0.1 0.0 0.0 0.026
H -8.5430 1.3219 1.4182 0.0 0.0 0.0 0.078
H -6.9471 1.8950 0.8696 0.0 0.0 0.0 0.091
H -7.0606 0.7329 2.2068 0.0 0.0 0.0 0.086
H -7.2238 -1.7714 -1.5202 0.0 0.0 0.0 0.096
H -5.1170 -2.6724 -2.3558 0.0 0.0 0.0 0.078
H -3.4804 -3.5463 -2.8949 0.0 0.0 0.0 0.047
H -1.9512 -4.0196 -2.1368 0.0 0.0 0.0 0.072
H -1.9514 -2.8272 -3.4233 0.0 0.0 0.0 0.073
H -5.0245 0.7018 1.2257 0.0 0.0 0.0 0.108
C 2.8959 2.4014 4.9162 0.0 0.1 0.0 -0.194
Si 2.7582 1.3616 3.3337 0.0 -0.1 0.0 0.348
C 2.7206 2.6055 1.9221 0.0 0.0 0.0 -0.178
C 4.4136 0.4577 3.1421 0.0 0.0 0.0 -0.186
N 1.4023 0.3586 3.2824 -0.1 0.1 -0.2 -0.067
C 1.3172 -0.8538 3.8514 0.0 -0.3 0.2 -0.318
C 2.1483 -1.2827 4.9245 0.0 0.1 0.0 -0.072
C 2.0556 -2.5205 5.5383 0.0 0.0 0.0 -0.149
C 1.1066 -3.4363 5.1235 0.0 0.0 0.0 -0.149
C 0.2621 -3.0776 4.0704 0.1 0.0 0.0 -0.045
C 0.3632 -1.8500 3.4475 -0.1 0.2 0.0 -0.157
O -0.4936 -1.5229 2.3770 0.0 -0.1 0.2 -0.030
C -1.6246 -2.3154 2.2456 0.0 0.1 0.0 -0.320
C -2.7750 -1.9643 2.9323 0.0 0.0 0.0 -0.005
C -3.9436 -2.6736 2.7079 0.0 0.0 0.0 -0.082
C -3.9563 -3.7310 1.8056 0.0 0.0 0.0 -0.097
C -2.7951 -4.0734 1.1294 0.0 0.0 0.0 -0.079
C -1.6181 -3.3699 1.3506 0.0 0.0 0.0 -0.020
H 3.7818 3.0457 4.9019 0.0 0.0 0.0 0.012
H 2.9484 1.7675 5.8054 0.0 0.0 0.0 0.007
H 2.0142 3.0411 5.0172 0.0 0.0 0.0 0.011
H 3.6638 3.1608 1.8880 0.0 0.0 0.0 0.019
H 1.9102 3.3318 2.0264 0.0 0.0 0.0 0.018
H 2.6070 2.0863 0.9663 0.0 0.0 0.0 0.017
H 5.1827 1.1514 2.7875 0.0 0.0 0.0 0.011
H 4.3118 -0.3427 2.4044 0.0 0.0 0.0 0.028
H 4.7656 0.0095 4.0742 0.0 0.0 0.0 0.008
H 2.8821 -0.5719 5.2886 0.0 0.0 0.0 0.068
H 2.7285 -2.7596 6.3563 0.0 0.0 0.0 0.082
H 1.0066 -4.4068 5.5936 0.0 0.0 0.0 0.075
H -0.4811 -3.7865 3.7337 0.0 0.0 0.0 0.103
H -2.7457 -1.1076 3.5929 0.0 0.0 0.0 0.131
H -4.8563 -2.3776 3.2104 0.0 0.0 0.0 0.098
H -4.8801 -4.2582 1.6015 0.0 0.0 0.0 0.094
H -2.8072 -4.8731 0.3983 0.0 0.0 0.0 0.100
H -0.7123 -3.5859 0.8006 0.0 0.0 0.0 0.131
N -0.3361 1.4565 1.2840 0.4 0.3 -0.2 0.021
C -1.0996 2.6400 1.3492 0.0 -0.1 0.1 -0.223
C -1.2798 3.1933 2.6177 0.0 0.0 0.0 -0.031
C -1.9969 4.3594 2.8045 0.0 0.0 0.1 -0.114
C -2.5302 4.9989 1.6979 0.0 0.0 -0.1 -0.121
C -2.3634 4.4373 0.4407 -0.1 0.0 0.1 -0.054
C -1.6831 3.2364 0.2098 0.0 -0.1 -0.2 -0.084
C -1.6202 2.6508 -1.1929 0.1 0.3 0.4 -0.160
C -2.0370 3.4587 -2.2644 0.1 0.0 -0.1 -0.069
C -2.0171 3.0024 -3.5703 0.0 0.0 0.0 -0.122
C -1.5725 1.7116 -3.8339 0.0 0.1 -0.1 -0.118
C -1.1731 0.9136 -2.7781 0.1 0.0 0.1 -0.129
C -1.1818 1.3327 -1.4347 -0.3 0.2 -0.3 -0.132
H 0.4249 1.5407 0.6080 0.0 0.2 0.0 0.071
H 0.1333 1.1624 2.1600 0.0 -0.1 0.2 0.045
H -0.8239 2.6798 3.4569 0.0 0.0 0.0 0.110
H -2.1276 4.7642 3.8013 0.0 0.0 0.0 0.089
H -3.0815 5.9258 1.8034 0.0 0.0 0.0 0.085
H -2.8092 4.9617 -0.3901 -0.1 0.0 0.0 0.082
H -2.3948 4.4662 -2.1068 0.1 0.1 0.0 0.078
H -2.3602 3.6482 -4.3713 0.0 0.0 0.0 0.083
H -1.5538 1.3326 -4.8514 0.0 0.0 0.0 0.088
H -0.8417 -0.1003 -2.9898 -0.1 0.0 0.0 0.082
F 0.9175 -0.4865 -0.3134 0.0 0.1 0.1 -0.454
C 6.0968 -1.0714 -2.2174 0.0 0.0 0.0 -0.146
C 5.1810 -0.0201 -2.8451 0.0 0.0 0.0 -0.601
C 5.6382 1.3753 -2.4153 0.0 0.0 0.0 -0.144
P 3.4300 -0.2842 -2.2532 0.1 0.0 0.1 1.098
C 2.4267 0.7469 -3.4434 -0.1 0.1 0.1 -0.536
C 3.0328 1.0753 -4.8076 0.0 0.0 0.0 -0.124
C 2.0002 2.0341 -2.7304 0.0 0.1 0.0 -0.131
C 3.1190 -2.0312 -2.8319 0.0 0.0 -0.1 -0.562
C 3.4954 -2.3680 -4.2739 0.0 0.0 0.0 -0.133
C 1.6750 -2.4661 -2.5614 0.0 0.0 0.0 -0.129
H 7.1475 -0.8163 -2.3893 0.0 0.0 0.0 0.066
H 5.9238 -2.0678 -2.6266 0.0 0.0 0.0 0.055
H 5.9409 -1.1237 -1.1360 0.0 0.0 0.0 0.075
H 5.2547 -0.0923 -3.9355 0.0 0.0 0.0 0.083
H 5.5031 1.5073 -1.3387 0.0 0.0 0.0 0.073
H 5.0736 2.1658 -2.9118 0.0 0.0 0.0 0.046
H 6.6988 1.5214 -2.6461 0.0 0.0 0.0 0.066
H 1.5193 0.1541 -3.6003 0.0 0.0 0.0 0.083
H 3.8764 1.7637 -4.7081 0.0 0.0 0.0 0.059
H 2.2850 1.5742 -5.4322 0.0 0.0 0.0 0.074
H 3.3870 0.1960 -5.3461 0.0 0.0 0.0 0.048
H 2.8662 2.6759 -2.5387 0.0 0.0 0.0 0.062
H 1.5241 1.8105 -1.7764 0.0 0.0 0.0 0.048
H 1.2819 2.5967 -3.3338 0.0 0.0 0.0 0.072
H 3.7599 -2.6153 -2.1616 0.0 0.0 0.0 0.088
H 2.8295 -1.8580 -4.9736 0.0 0.0 0.0 0.064
H 3.3836 -3.4429 -4.4518 0.0 0.0 0.0 0.069
H 4.5231 -2.0934 -4.5248 0.0 0.0 0.0 0.053
H 0.9730 -1.9683 -3.2359 0.0 0.0 0.0 0.064
H 1.3401 -2.2409 -1.5507 0.1 0.1 0.0 0.048
H 1.5892 -3.5436 -2.7364 -0.1 0.0 0.0 0.073
```
Forces are in eV/Å.

Properties
spin multiplicity = 3
orbital gap (spin up / spin down) = 0.1432 / 0.2161 Ha
HOMO (spin up / spin down) = 0.35 / -1.63 eV
expectation value of S² = 2.03
LUMO (spin up / spin down) = 4.25 / 4.25 eV
energy relative to the best compared isomer or geometry (same formula, charge and spin) = 1.0 kcal/mol
total charge = -2

---

Largest force on an atom / eV/A: 7.3 1.9 1.1
DFT total energy / eV: -51888.9118 -122160.2565 -101781.1861